Entry 1:
Molecular formula: C36H97N3O14
Method: DFT, ωB97M-V/def2-TZVPD

Properties
SMILES   COCCNCCOC.COCCNCCOC.COCCNCCOC.CC(C)O.CC(C)O.CC(C)O.CC(C)O.CC(C)O.CO.CO.CO
Energy above the lowest of the compared OMol25 structures with the same formula, charge and spin   95.2 kcal/mol
HOMO level   -8.53 eV
HOMO-LUMO gap   8.77 eV

Structure (ORCA input):
```
! wB97M-V def2-TZVPD RIJCOSX def2/J DEFGRID3
* xyz 0 1
C -0.02 -5.51 2.92
O -0.10 -4.17 2.97
H -0.98 -5.97 3.17
H 0.28 -5.91 1.95
H 0.59 -5.91 3.74
H 0.77 -3.78 3.06
C 3.40 -0.53 4.61
O 3.79 -1.10 3.37
H 2.88 0.40 4.39
H 2.82 -1.29 5.15
H 4.21 -0.21 5.26
H 4.48 -0.62 2.91
C 2.75 -3.93 1.28
O 2.61 -3.40 2.61
H 2.33 -3.28 0.52
H 3.77 -4.20 1.01
H 2.10 -4.80 1.36
H 3.11 -2.58 2.68
C 0.04 -3.30 -2.34
O 0.37 -2.09 -1.74
C -0.04 -2.08 -0.31
C 0.80 -1.10 0.53
N 0.29 0.20 0.60
C 0.68 0.99 1.72
C -0.34 0.85 2.84
O -1.65 0.93 2.22
C -2.76 0.67 3.07
H 0.57 -3.50 -3.28
H -0.98 -3.31 -2.71
H 0.22 -4.09 -1.62
H 0.21 -3.08 0.04
H -1.12 -1.97 -0.22
H 1.85 -1.13 0.25
H 0.62 -1.43 1.55
H -0.68 0.09 0.87
H 0.66 2.03 1.40
H 1.66 0.67 2.08
H -0.19 1.80 3.36
H -0.33 -0.10 3.38
H -2.69 1.47 3.80
H -2.56 -0.27 3.58
H -3.67 0.70 2.47
C -4.63 -3.49 -2.88
O -4.61 -2.16 -3.32
C -3.26 -1.70 -3.76
C -3.26 -0.29 -4.27
N -4.27 0.12 -5.22
C -3.85 1.22 -6.14
C -3.28 2.52 -5.50
O -4.22 3.10 -4.73
C -5.52 3.47 -5.23
H -3.81 -3.63 -2.17
H -4.48 -4.26 -3.64
H -5.50 -3.72 -2.28
H -2.94 -2.34 -4.58
H -2.57 -1.88 -2.95
H -2.28 -0.20 -4.74
H -3.16 0.43 -3.46
H -4.93 0.51 -4.56
H -4.67 1.59 -6.75
H -3.10 0.83 -6.83
H -3.01 3.12 -6.37
H -2.32 2.37 -5.00
H -6.03 2.67 -5.76
H -5.49 4.30 -5.94
H -6.08 3.82 -4.37
C -3.29 4.45 5.26
O -2.20 5.37 5.01
C -2.42 6.24 3.86
C -2.16 5.45 2.57
N -3.42 4.90 2.05
C -3.28 3.68 1.37
C -4.48 3.23 0.41
O -5.58 2.65 1.25
C -6.60 2.08 0.42
H -4.26 4.91 5.47
H -3.17 3.76 6.10
H -3.25 3.79 4.40
H -1.78 7.12 3.91
H -3.44 6.64 3.89
H -1.37 4.73 2.81
H -1.56 5.94 1.80
H -4.02 4.72 2.85
H -3.13 2.78 1.95
H -2.51 3.76 0.60
H -4.09 2.55 -0.36
H -4.75 4.16 -0.08
H -6.75 2.64 -0.50
H -7.51 1.98 1.00
H -6.56 1.00 0.25
C -1.41 0.22 6.90
C -1.27 -0.74 8.09
C -0.43 -1.95 7.74
O -0.73 -0.01 9.13
H -1.70 1.21 7.27
H -1.96 -0.24 6.09
H -0.45 0.44 6.43
H -2.13 -1.21 8.57
H -0.80 -2.42 6.83
H -0.38 -2.68 8.54
H 0.58 -1.71 7.41
H -1.34 0.66 9.44
C 3.94 -2.06 -3.18
C 4.60 -1.55 -4.44
C 6.08 -1.65 -4.30
O 4.08 -2.28 -5.55
H 2.85 -2.08 -3.24
H 4.21 -1.50 -2.29
H 4.30 -3.07 -3.02
H 4.35 -0.49 -4.57
H 6.25 -1.14 -3.35
H 6.64 -1.13 -5.08
H 6.45 -2.67 -4.29
H 4.38 -2.03 -6.43
C 2.51 1.83 -3.71
C 1.93 1.56 -2.37
C 2.14 2.71 -1.32
O 0.58 1.15 -2.36
H 2.19 1.04 -4.39
H 3.59 1.80 -3.60
H 2.22 2.78 -4.15
H 2.47 0.68 -2.03
H 2.00 2.29 -0.32
H 1.53 3.60 -1.45
H 3.19 3.00 -1.27
H 0.46 0.56 -1.61
C 1.79 -4.82 -6.42
C 3.05 -5.69 -6.16
C 3.34 -6.75 -7.24
O 4.11 -4.81 -6.28
H 0.86 -5.39 -6.47
H 1.87 -4.27 -7.36
H 1.62 -4.21 -5.54
H 2.99 -6.23 -5.22
H 4.20 -7.29 -6.85
H 3.48 -6.14 -8.13
H 2.56 -7.50 -7.36
H 3.89 -3.98 -5.86
C 5.41 4.07 4.57
C 4.78 3.07 3.56
C 3.24 3.29 3.32
O 5.48 3.31 2.37
H 4.99 3.83 5.55
H 5.03 5.07 4.36
H 6.49 4.11 4.75
H 5.10 2.08 3.89
H 2.78 4.27 3.20
H 2.69 2.92 4.18
H 2.92 2.77 2.41
H 5.48 4.27 2.30
*
```



Entry 2:
Molecular formula: C5H32N3O8
Method: DFT, ωB97M-V/def2-TZVPD

Properties
Energy above the lowest of the compared OMol25 structures with the same formula, charge and spin   31.1 kcal/mol
HOMO level   -12.30 eV
HOMO-LUMO gap   9.92 eV

Structure (ORCA input):
```
! wB97M-V def2-TZVPD RIJCOSX def2/J DEFGRID3
* xyz 1 1
N -1.33 0.98 -0.25
C -0.74 -0.37 -0.08
C 0.68 -0.28 -0.68
C 1.54 -1.53 -0.67
N 2.23 -1.57 -2.01
C -0.51 -0.88 1.39
N -0.47 -2.35 1.34
C -0.87 -3.20 2.52
H -2.23 1.04 0.34
H -0.76 1.82 -0.03
H -1.66 1.12 -1.22
H -1.10 -1.26 -0.62
H 0.60 0.06 -1.72
H 1.21 0.60 -0.31
H 2.29 -1.36 0.12
H 1.04 -2.47 -0.57
H 3.19 -1.88 -1.78
H 1.99 -2.30 -2.66
H -1.36 -0.63 2.09
H 0.34 -0.35 1.84
H 0.49 -2.63 1.18
H -1.06 -2.57 3.38
H -1.82 -3.67 2.26
H -0.13 -3.94 2.71
H 2.73 0.29 -2.51
H 2.71 1.58 -3.14
O 2.42 1.18 -2.29
H -2.44 1.24 3.20
H -2.06 2.74 3.26
O -2.21 2.00 2.65
H -1.21 -4.08 -2.06
H -0.62 -3.25 -1.02
O -0.71 -3.26 -2.00
H 1.80 4.01 -2.04
H 2.23 2.79 -1.20
O 1.99 3.74 -1.12
H 3.60 1.04 1.53
H 2.86 1.60 2.70
O 2.71 1.05 1.90
H -2.95 3.14 -0.10
H -2.28 4.15 -1.05
O -2.26 3.23 -0.77
H -3.42 -2.03 -2.34
H -2.35 -1.73 -1.18
O -3.23 -1.60 -1.51
H 0.86 3.49 0.27
H 0.24 3.06 1.58
O 0.00 3.26 0.67
*
```



Entry 3:
Molecular formula: C3H7FNO2P
Method: DFT, ωB97M-V/def2-TZVPD

Properties
SMILES   COC(=O)[C@@H](N)PF
Energy above the lowest of the compared OMol25 structures with the same formula, charge and spin   0.0 kcal/mol
HOMO level   -9.63 eV
HOMO-LUMO gap   10.13 eV

Structure (ORCA input):
```
! wB97M-V def2-TZVPD RIJCOSX def2/J DEFGRID3
* xyz 0 1
C 0.46 -0.47 0.24
C 1.72 1.60 0.25
C -0.73 -0.97 -0.47
N -1.23 -2.18 0.11
O 0.90 -0.92 1.24
O 0.91 0.66 -0.39
F -1.78 1.68 0.56
P -2.17 0.31 -0.37
H 2.61 1.95 -0.46
H 1.97 1.16 1.27
H 1.24 2.65 0.31
H -0.91 -2.97 -0.46
H -0.77 -2.45 1.07
H -1.81 1.06 -1.41
H -0.40 -1.11 -1.48
*
```



Which formula does entry 1 have? C36H97N3O14



Among the records above, which one has the highest HOMO level? C36H97N3O14



What did the second record say?
Molecular formula: C5H32N3O8
Method: DFT, ωB97M-V/def2-TZVPD

Properties
Energy above the lowest of the compared OMol25 structures with the same formula, charge and spin   31.1 kcal/mol
HOMO level   -12.30 eV
HOMO-LUMO gap   9.92 eV

Structure (ORCA input):
```
! wB97M-V def2-TZVPD RIJCOSX def2/J DEFGRID3
* xyz 1 1
N -1.33 0.98 -0.25
C -0.74 -0.37 -0.08
C 0.68 -0.28 -0.68
C 1.54 -1.53 -0.67
N 2.23 -1.57 -2.01
C -0.51 -0.88 1.39
N -0.47 -2.35 1.34
C -0.87 -3.20 2.52
H -2.23 1.04 0.34
H -0.76 1.82 -0.03
H -1.66 1.12 -1.22
H -1.10 -1.26 -0.62
H 0.60 0.06 -1.72
H 1.21 0.60 -0.31
H 2.29 -1.36 0.12
H 1.04 -2.47 -0.57
H 3.19 -1.88 -1.78
H 1.99 -2.30 -2.66
H -1.36 -0.63 2.09
H 0.34 -0.35 1.84
H 0.49 -2.63 1.18
H -1.06 -2.57 3.38
H -1.82 -3.67 2.26
H -0.13 -3.94 2.71
H 2.73 0.29 -2.51
H 2.71 1.58 -3.14
O 2.42 1.18 -2.29
H -2.44 1.24 3.20
H -2.06 2.74 3.26
O -2.21 2.00 2.65
H -1.21 -4.08 -2.06
H -0.62 -3.25 -1.02
O -0.71 -3.26 -2.00
H 1.80 4.01 -2.04
H 2.23 2.79 -1.20
O 1.99 3.74 -1.12
H 3.60 1.04 1.53
H 2.86 1.60 2.70
O 2.71 1.05 1.90
H -2.95 3.14 -0.10
H -2.28 4.15 -1.05
O -2.26 3.23 -0.77
H -3.42 -2.03 -2.34
H -2.35 -1.73 -1.18
O -3.23 -1.60 -1.51
H 0.86 3.49 0.27
H 0.24 3.06 1.58
O 0.00 3.26 0.67
*
```